Formula: C46H41BiBrN10O4
Source: the OMol25 dataset
Level of theory: wB97M-V/def2-TZVPD

## Properties
Net charge: +1
Energy relative to the best compared isomer or geometry (same formula, charge and spin) in kcal per mole: 18.4
Electronic energy in Ha: -5414.1321
Multiplicity: 1
Strongest force on any atom in eV Å⁻¹: 3.93
LUMO energy in eV: -4.120

Geometry as XYZ:
```
103
Properties=species:S:1:pos:R:3:mulliken_charge:R:1
Bi 4.80364 -7.18199 22.09646 2.85
O 3.32524 -5.04636 25.99486 -0.71
C 3.91353 -3.87249 26.06905 0.19
C 4.07464 -3.18544 27.24404 -0.89
C 4.92918 -2.07469 27.26194 -0.42
C 5.50730 -1.52231 26.12524 -0.81
C 5.23030 -2.10183 24.82809 -0.48
C 4.46711 -3.27723 24.84139 0.23
C 4.00160 -3.98318 23.57153 -0.12
O 4.15695 -5.31852 23.81793 -0.03
N 4.55236 -3.57963 22.33136 0.12
N 5.92550 -3.97792 22.12385 -0.13
C 6.31588 -3.40067 21.00570 -0.44
C 7.71736 -3.25303 20.69274 -0.01
Br 8.95068 -4.52255 21.30855 -0.04
C 8.22588 -2.25207 19.93025 -0.87
C 9.31074 -2.35944 18.96512 0.94
C 10.03156 -1.22400 18.73691 -0.68
C 10.96691 -1.21819 17.72379 -0.51
C 11.26054 -2.31276 16.95159 -0.48
C 10.60515 -3.53183 17.24883 -0.60
C 9.59917 -3.51409 18.21269 -0.01
H 3.68994 -5.38247 24.99167 0.07
H 3.69417 -3.54038 28.19435 0.41
H 5.17601 -1.59394 28.12942 0.48
H 6.20884 -0.67644 26.21426 0.34
H 5.68847 -1.73184 23.93707 0.38
H 2.87292 -3.92117 23.56977 0.14
H 4.38519 -2.57516 22.18876 0.51
H 5.61545 -2.95289 20.26089 0.41
H 7.86272 -1.25598 20.08815 0.38
H 9.82974 -0.37294 19.33940 0.43
H 11.51309 -0.29216 17.59400 0.35
H 11.99467 -2.25944 16.14684 0.38
H 10.94344 -4.43189 16.71797 0.38
H 9.08349 -4.46483 18.32686 0.30
N -0.36099 -8.47966 26.52129 0.04
C 0.82880 -7.93800 26.73477 -0.36
N 1.86469 -8.10835 25.93590 -0.37
C 1.73494 -8.97287 24.82637 0.17
N 2.63678 -9.06700 23.86750 -0.81
N 3.78570 -8.43993 24.13506 0.90
C 4.63426 -8.72756 25.06240 -0.93
C 5.97715 -8.21823 25.04238 0.58
C 6.74172 -8.22494 26.19630 -0.90
C 8.06424 -7.82644 26.16921 -0.43
C 8.67972 -7.55410 24.90096 -0.71
C 7.81577 -7.50370 23.83040 -0.32
N 6.49634 -7.67749 23.90152 0.14
C 0.42707 -9.60491 24.60387 0.84
C 0.23850 -10.39657 23.42111 -0.38
C -1.06115 -10.86431 23.14687 -0.83
C -2.07423 -10.69736 24.07385 -0.41
C -1.90580 -9.90906 25.20261 -0.78
C -0.63314 -9.30930 25.44721 -0.03
H -1.12339 -8.20019 27.11323 0.25
H 0.96568 -7.19121 27.53968 0.38
H 4.36243 -9.28408 25.97310 0.29
H 6.29125 -8.48616 27.13467 0.49
H 8.64561 -7.89940 27.11988 0.38
H 9.74145 -7.32097 24.77319 0.42
H 8.18538 -7.04627 22.89335 0.14
H 1.06042 -10.50462 22.71853 0.52
H -1.30462 -11.34959 22.20337 0.42
H -3.03806 -11.21886 23.89699 0.37
H -2.69439 -9.69882 25.93182 0.38
O 0.69023 -7.23089 15.53867 -0.58
N 1.89089 -6.89786 15.78813 0.99
O 2.74235 -6.60393 14.91112 -0.58
C 2.23884 -6.88630 17.16378 -0.63
C 1.27056 -7.18327 18.04591 -0.49
C 1.34356 -6.89711 19.38630 0.93
C 0.24061 -7.10216 20.30296 -1.25
C 0.40159 -6.74534 21.61310 -1.11
C 1.64474 -6.23347 22.06949 -0.13
N 2.70135 -6.13153 21.22300 -0.14
C 2.56584 -6.44886 19.91667 0.02
C 3.70048 -6.52653 19.06697 0.73
N 4.91074 -6.47280 19.65800 0.01
C 6.03972 -6.63894 18.92900 -0.33
C 5.99943 -6.75831 17.53117 -1.13
C 4.73347 -6.68212 16.91093 -0.65
C 3.52410 -6.65620 17.67647 0.45
H 0.27018 -7.54178 17.67042 0.44
H -0.69855 -7.40118 19.90547 0.52
H -0.45757 -6.78561 22.24752 0.59
H 1.77921 -5.89270 23.04749 0.49
H 7.03048 -6.58695 19.39383 0.58
H 6.93490 -6.86485 16.94850 0.49
H 4.72807 -6.56056 15.81245 0.43
C 6.93542 -10.21837 20.36131 -1.44
C 5.63739 -10.42035 21.14250 1.80
C 5.17223 -11.86875 21.06399 -1.55
C 4.52711 -9.44276 20.94233 -1.09
H 7.75978 -10.64544 20.92471 0.39
H 7.09362 -9.16792 20.12340 0.21
H 6.92777 -10.80068 19.41839 0.39
H 5.98259 -10.26691 22.19232 -0.38
H 4.74187 -12.20300 20.05051 0.31
H 4.37556 -12.07484 21.81946 0.35
H 5.95666 -12.58001 21.31237 0.43
H 3.57433 -9.78701 21.43510 -0.01
H 4.33490 -9.22362 19.86554 0.42
```